{
  "formula": "C57H106F10N13O24S10",
  "method": "ωB97M-V/def2-TZVPD",
  "total_energy_ev": -264835.1185,
  "e_lumo_ev": -7.24,
  "charge": 3,
  "homo_ev": -13.6,
  "spin_multiplicity": 1,
  "symbols": ["C", "N", "C", "C", "C", "C", "C", "C", "C", "C", "N", "C", "C", "C", "H", "H", "H", "H", "H", "H", "H", "H", "H", "H", "H", "H", "H", "H", "C", "N", "C", "C", "C", "C", "C", "C", "C", "C", "N", "C", "C", "C", "H", "H", "H", "H", "H", "H", "H", "H", "H", "H", "H", "H", "H", "H", "C", "C", "C", "C", "C", "C", "N", "O", "C", "C", "C", "H", "H", "H", "H", "H", "H", "H", "H", "H", "H", "H", "H", "H", "H", "H", "H", "H", "H", "C", "C", "N", "C", "C", "C", "C", "C", "O", "C", "H", "H", "H", "H", "H", "H", "H", "H", "H", "H", "H", "H", "H", "H", "H", "H", "H", "H", "H", "H", "C", "C", "N", "C", "C", "C", "C", "C", "O", "C", "H", "H", "H", "H", "H", "H", "H", "H", "H", "H", "H", "H", "H", "H", "H", "H", "H", "H", "H", "H", "C", "C", "N", "C", "C", "C", "C", "C", "O", "C", "H", "H", "H", "H", "H", "H", "H", "H", "H", "H", "H", "H", "H", "H", "H", "H", "H", "H", "H", "H", "N", "S", "O", "O", "F", "S", "O", "O", "F", "N", "S", "O", "O", "F", "S", "O", "O", "F", "N", "S", "O", "O", "F", "S", "O", "O", "F", "N", "S", "O", "O", "F", "S", "O", "O", "F", "N", "S", "O", "O", "F", "S", "O", "O", "F"],
  "xyz": [[-13.025, -9.204, -0.386], [-11.922, -8.218, -0.543], [-11.185, -8.254, -1.649], [-10.042, -7.490, -1.695], [-9.709, -6.623, -0.658], [-10.667, -6.486, 0.382], [-11.763, -7.286, 0.446], [-8.396, -5.883, -0.681], [-7.651, -5.758, -1.857], [-6.534, -5.009, -1.853], [-6.038, -4.523, -0.702], [-6.649, -4.822, 0.449], [-7.815, -5.504, 0.527], [-4.843, -3.570, -0.602], [-12.631, -10.147, -0.099], [-13.575, -9.273, -1.274], [-13.674, -8.815, 0.376], [-11.436, -9.090, -2.295], [-9.397, -7.740, -2.591], [-10.529, -5.808, 1.242], [-12.540, -7.293, 1.204], [-7.967, -6.227, -2.743], [-5.944, -4.786, -2.721], [-6.271, -4.382, 1.350], [-8.259, -5.586, 1.517], [-4.860, -2.817, -1.417], [-3.912, -4.159, -0.683], [-4.925, -3.103, 0.421], [-0.476, -3.682, -7.212], [-0.878, -2.462, -7.935], [-1.848, -1.665, -7.535], [-2.071, -0.414, -8.175], [-1.350, -0.053, -9.264], [-0.469, -1.054, -9.773], [-0.155, -2.193, -9.096], [-1.603, 1.262, -9.973], [-1.282, 2.427, -9.320], [-1.547, 3.663, -9.951], [-2.298, 3.709, -11.076], [-2.607, 2.606, -11.686], [-2.329, 1.343, -11.171], [-2.628, 5.020, -11.669], [0.486, -3.534, -6.758], [-0.397, -4.313, -8.049], [-1.274, -3.997, -6.591], [-2.477, -1.926, -6.688], [-2.789, 0.237, -7.650], [0.113, -0.835, -10.636], [0.573, -2.938, -9.332], [-0.762, 2.338, -8.409], [-1.179, 4.613, -9.519], [-3.144, 2.623, -12.680], [-2.769, 0.398, -11.553], [-2.574, 5.055, -12.780], [-1.976, 5.816, -11.366], [-3.652, 5.346, -11.322], [3.662, -0.238, 2.555], [2.461, -0.419, 1.621], [1.175, -0.678, 2.551], [-0.128, -0.533, 1.821], [-0.346, 0.890, 1.358], [0.735, 1.260, 0.318], [2.120, 0.868, 0.942], [2.876, 1.735, 1.049], [0.745, 2.749, -0.033], [0.680, 0.434, -0.966], [2.747, -1.538, 0.640], [4.535, -0.085, 1.927], [3.664, -1.111, 3.152], [3.565, 0.667, 3.196], [1.234, 0.075, 3.280], [1.331, -1.639, 3.059], [-1.028, -0.777, 2.391], [-0.161, -1.204, 0.958], [-0.234, 1.655, 2.148], [-1.281, 1.090, 0.858], [1.066, 3.346, 0.832], [-0.189, 3.008, -0.579], [1.547, 2.866, -0.796], [1.609, 0.552, -1.501], [-0.196, 0.681, -1.541], [0.580, -0.585, -0.688], [1.833, -1.904, 0.162], [3.296, -2.341, 1.169], [3.524, -1.180, -0.044], [6.894, 9.181, 3.091], [5.475, 8.973, 3.561], [4.843, 7.605, 3.279], [4.625, 7.521, 1.825], [5.517, 6.406, 3.742], [5.836, 6.392, 5.214], [3.519, 7.655, 4.038], [2.315, 8.068, 3.252], [2.460, 9.443, 2.924], [1.891, 10.196, 4.018], [7.542, 8.303, 3.203], [7.274, 10.062, 3.630], [6.845, 9.339, 2.015], [4.773, 9.683, 3.133], [5.491, 9.095, 4.688], [5.648, 7.504, 1.404], [4.022, 8.344, 1.541], [4.108, 6.545, 1.696], [6.385, 6.344, 3.187], [4.951, 5.529, 3.425], [6.223, 7.405, 5.444], [6.477, 5.622, 5.493], [4.948, 6.345, 5.859], [3.671, 8.343, 4.838], [3.358, 6.702, 4.520], [1.461, 7.783, 3.860], [2.282, 7.508, 2.339], [2.419, 9.891, 4.979], [0.877, 9.887, 4.120], [1.983, 11.262, 3.768], [3.035, -0.948, -3.559], [3.419, -2.229, -4.366], [4.641, -2.967, -3.904], [4.848, -4.213, -4.737], [5.823, -2.034, -4.027], [7.275, -2.512, -4.044], [4.537, -3.361, -2.460], [3.336, -4.201, -2.056], [2.184, -3.434, -1.898], [1.209, -4.011, -0.986], [2.509, -0.323, -4.263], [3.904, -0.404, -3.320], [2.531, -1.306, -2.662], [3.643, -2.068, -5.402], [2.651, -2.977, -4.278], [5.716, -4.780, -4.398], [4.979, -3.965, -5.835], [3.942, -4.837, -4.561], [5.746, -1.341, -3.196], [5.615, -1.459, -4.888], [7.637, -3.216, -4.823], [7.527, -3.116, -3.111], [7.840, -1.619, -4.030], [4.534, -2.405, -1.957], [5.455, -3.893, -2.150], [3.578, -4.624, -1.068], [3.143, -5.020, -2.710], [0.786, -4.891, -1.448], [0.449, -3.326, -0.785], [1.746, -4.299, -0.086], [-1.925, -0.508, 7.063], [-1.369, -0.806, 8.494], [-0.492, 0.292, 8.996], [0.258, -0.248, 10.166], [0.477, 0.717, 7.952], [1.633, -0.218, 7.596], [-1.368, 1.422, 9.415], [-0.624, 2.637, 9.992], [-0.294, 2.302, 11.348], [-0.225, 3.356, 12.348], [-1.089, -0.382, 6.411], [-2.687, 0.223, 7.015], [-2.366, -1.445, 6.837], [-0.823, -1.713, 8.670], [-2.223, -0.751, 9.169], [-0.424, -0.267, 11.034], [1.061, 0.418, 10.417], [0.700, -1.122, 9.780], [0.977, 1.627, 8.196], [-0.101, 0.871, 7.024], [1.953, 0.143, 6.615], [1.451, -1.284, 7.561], [2.500, -0.109, 8.256], [-1.919, 1.029, 10.271], [-2.106, 1.668, 8.607], [-1.334, 3.389, 9.828], [0.232, 3.010, 9.382], [0.116, 4.201, 11.766], [0.442, 3.104, 13.144], [-1.242, 3.527, 12.767], [5.701, -0.205, -0.271], [6.686, -1.459, -0.240], [7.742, -1.585, -1.182], [5.970, -2.663, 0.042], [7.507, -1.175, 1.110], [5.784, 1.050, -1.374], [4.573, 1.795, -1.042], [6.026, 0.659, -2.785], [7.080, 1.703, -1.065], [1.072, 0.587, -6.140], [0.009, 1.470, -5.573], [-0.377, 1.173, -4.221], [-0.955, 2.067, -6.426], [0.864, 2.861, -5.170], [1.810, 0.279, -7.476], [1.314, 1.083, -8.495], [2.046, -1.117, -7.726], [3.312, 0.808, -7.238], [-4.530, -3.019, -4.087], [-3.901, -1.554, -4.119], [-4.470, -0.738, -3.085], [-3.789, -1.063, -5.474], [-2.332, -1.860, -3.643], [-4.486, -4.077, -5.199], [-4.735, -5.349, -4.563], [-3.396, -3.925, -6.110], [-5.686, -3.873, -6.011], [0.629, 3.362, 5.809], [1.571, 3.542, 4.554], [1.916, 4.869, 4.193], [1.402, 2.648, 3.428], [2.840, 2.964, 5.213], [-0.909, 3.584, 5.757], [-1.451, 4.425, 4.745], [-1.281, 3.655, 7.113], [-1.437, 2.111, 5.278], [-3.162, -4.584, 2.374], [-4.072, -3.675, 3.262], [-5.187, -3.266, 2.466], [-3.451, -2.743, 4.134], [-4.783, -4.797, 4.076], [-1.579, -4.742, 2.755], [-0.756, -3.603, 2.747], [-1.026, -5.860, 2.055], [-1.552, -5.179, 4.276]]
}


{
  "formula": "C3H8N2O",
  "method": "ωB97M-V/def2-TZVPD",
  "total_energy_ev": -8267.5228,
  "e_above_lowest_kj_mol": 174.0,
  "e_lumo_ev": 0.83,
  "smiles": "CC(=O)N(C)N",
  "homo_ev": -9.3,
  "spin_multiplicity": 1,
  "symbols": ["C", "C", "O", "N", "C", "N", "H", "H", "H", "H", "H", "H", "H", "H"],
  "xyz": [[1.742, 0.553, -0.037], [0.795, -0.603, -0.081], [1.190, -1.766, -0.014], [-0.541, -0.312, -0.165], [-1.167, 0.975, -0.018], [-1.423, -1.390, -0.056], [1.578, 1.086, 0.935], [1.596, 1.266, -0.855], [2.756, 0.162, -0.020], [-1.449, 1.207, 1.097], [-2.127, 0.968, -0.658], [-0.454, 1.812, -0.422], [-1.393, -1.765, 0.957], [-1.104, -2.192, -0.664]]
}


{
  "formula": "C4H9N3",
  "method": "ωB97M-V/def2-TZVPD",
  "total_energy_ev": -8757.7348,
  "e_above_lowest_kj_mol": 655.2,
  "e_lumo_ev": [-0.06, -0.08],
  "homo_ev": [-7.9, -7.6],
  "spin_multiplicity": 1,
  "symbols": ["C", "C", "C", "H", "H", "H", "H", "H", "H", "C", "N", "N", "N", "H", "H", "H"],
  "xyz": [[-1.449, 0.313, 0.884], [-0.819, -0.134, -0.423], [-1.611, -0.827, -1.338], [-0.257, 0.730, -0.861], [-1.520, -0.525, 1.580], [-0.851, 1.097, 1.348], [-2.452, 0.710, 0.716], [-2.673, -0.959, -1.181], [-1.156, -1.330, -2.180], [2.170, 1.237, 0.875], [0.776, -0.780, -0.107], [1.852, 0.829, -0.269], [1.153, -1.639, -0.903], [2.181, -1.628, -0.936], [2.881, 2.074, 0.977], [1.776, 0.832, 1.819]]
}


{
  "formula": "C14H21I2OSi",
  "method": "ωB97M-V/def2-TZVPD",
  "total_energy_ev": -40976.1809,
  "e_lumo_ev": 0.86,
  "charge": -1,
  "homo_ev": -2.2,
  "spin_multiplicity": 1,
  "symbols": ["C", "C", "Si", "C", "C", "C", "C", "C", "C", "C", "C", "C", "I", "C", "C", "I", "H", "H", "H", "H", "H", "H", "H", "H", "H", "H", "H", "H", "H", "H", "H", "H", "H", "H", "C", "O", "H", "H", "H"],
  "xyz": [[3.146, 3.223, -0.406], [2.699, 1.930, -0.922], [2.900, 0.310, 0.072], [1.487, -0.077, 1.304], [0.021, -0.080, 0.672], [-0.917, -1.295, 1.025], [-2.390, -1.397, 0.505], [-3.021, -0.271, -0.403], [-4.556, -0.344, -0.910], [-2.070, 0.916, -0.755], [-0.591, 1.018, -0.230], [3.286, -1.086, -1.186], [5.241, -0.549, -2.091], [3.505, -2.547, -0.541], [4.294, -2.502, 0.885], [1.679, -3.739, -0.479], [2.506, 3.704, 0.410], [4.128, 3.677, -0.793], [2.171, 1.851, -1.946], [4.125, 0.479, 0.892], [1.686, -1.133, 1.739], [1.471, 0.639, 2.206], [-0.557, -2.145, 1.705], [-3.100, -2.253, 0.775], [-5.190, -0.441, 0.054], [-4.764, -1.257, -1.563], [-4.905, 0.628, -1.408], [-2.488, 1.740, -1.418], [0.010, 1.940, -0.516], [2.547, -1.071, -2.056], [4.234, -3.098, -1.251], [5.162, -1.741, 0.814], [4.806, -3.515, 1.094], [3.570, -2.270, 1.739], [-6.041, 2.157, 0.561], [-6.588, 2.320, -0.643], [-4.932, 2.066, 0.607], [-6.216, 2.957, 1.314], [-6.346, 1.255, 1.142]]
}


{
  "formula": "C18H23OSi",
  "method": "ωB97M-V/def2-TZVPD",
  "total_energy_ev": -28953.2202,
  "e_lumo_ev": -5.70,
  "charge": 1,
  "homo_ev": -10.9,
  "spin_multiplicity": 1,
  "symbols": ["C", "Si", "C", "C", "C", "C", "O", "C", "C", "C", "C", "C", "C", "H", "H", "H", "H", "H", "H", "H", "H", "H", "H", "H", "H", "H", "H", "H", "H", "C", "C", "C", "C", "C", "C", "C", "H", "H", "H", "H", "H", "H", "H"],
  "xyz": [[-2.465, 1.642, -3.079], [-2.072, 0.552, -1.587], [-3.401, 0.945, -0.321], [-2.233, -1.220, -2.151], [-0.412, 0.554, -0.705], [-0.189, 1.092, 0.687], [0.529, -0.137, -1.393], [1.914, 0.162, -1.510], [2.688, 0.485, -0.415], [4.070, 0.683, -0.583], [4.643, 0.481, -1.840], [3.839, 0.178, -2.939], [2.458, 0.019, -2.786], [-3.500, 1.446, -3.414], [-2.403, 2.715, -2.843], [-1.808, 1.440, -3.938], [-4.370, 0.585, -0.698], [-3.201, 0.445, 0.633], [-3.486, 2.025, -0.146], [-3.274, -1.432, -2.433], [-1.590, -1.433, -3.014], [-1.955, -1.898, -1.333], [0.471, 1.957, 0.535], [-1.029, 1.632, 1.065], [2.280, 0.594, 0.592], [4.659, 1.002, 0.282], [5.723, 0.561, -1.952], [4.267, 0.059, -3.925], [1.803, -0.191, -3.613], [0.078, 0.135, 1.750], [-0.442, 0.521, 3.098], [-0.670, -0.166, 4.236], [-0.421, -1.553, 4.576], [-0.089, -2.526, 3.720], [0.056, -2.399, 2.287], [0.083, -1.331, 1.462], [1.039, 0.576, 1.485], [-0.639, 1.605, 3.190], [-1.073, 0.373, 5.102], [-0.489, -1.817, 5.610], [0.099, -3.507, 4.106], [0.209, -3.361, 1.788], [0.303, -1.494, 0.414]]
}